Entry from OMol25: a 3-piece molecular cluster, C4H16NO3 overall (ωB97M-V with the def2-TZVPD basis set).

Each line ends with the Mulliken charge.
Cartesian coordinates (Å):
O: 1.494 0.840 -2.623  -0.49
C: 1.895 1.080 -1.289  -0.97
C: 1.198 0.105 -0.339  0.65
N: -0.346 0.621 -0.329  -0.31
C: -1.450 -0.376 -0.098  -0.98
C: 1.319 -1.306 -0.835  -0.96
H: 2.020 0.195 -3.089  0.36
H: 1.578 2.116 -1.178  0.42
H: 2.962 1.204 -1.033  0.36
H: 1.354 0.209 0.733  0.27
H: -0.362 1.438 0.278  0.36
H: -0.400 0.987 -1.291  0.40
H: -1.387 -0.760 0.932  0.37
H: -1.290 -1.283 -0.660  0.36
H: -2.434 0.003 -0.424  0.39
H: 0.345 -1.759 -0.888  0.20
H: 1.945 -1.361 -1.729  0.22
H: 1.724 -2.084 -0.184  0.35
H: -4.688 1.036 1.632  0.31
H: -5.042 -0.212 0.877  0.32
O: -4.275 0.334 1.116  -0.61
H: 1.413 -1.100 3.545  0.29
H: 1.158 0.351 3.804  0.30
O: 1.267 -0.275 3.070  -0.61

Molecular weight in g/mol: 126.18
Frontier orbital gap in eV: 12.012
Highest occupied orbital energy in eV: -14.70
Total charge: +1
Energy above the lowest of the compared OMol25 structures with the same formula, charge and spin in kJ/mol: 163.5
E_tot in Eh: -442.20233

---

Entry from OMol25: a 2-piece molecular cluster, C5H8 overall (ωB97M-V with the def2-TZVPD basis set).

Each line ends with the Mulliken charge.
Cartesian coordinates (Å):
C: 0.444 1.575 -2.359  -0.06
C: 0.542 1.386 -1.184  -0.38
C: 0.221 0.882 0.195  -0.16
C: -0.547 -0.129 0.673  -0.20
C: -0.824 -1.495 0.199  -0.85
H: 0.169 1.944 -3.315  0.38
H: 0.009 1.826 0.828  0.21
H: -1.109 0.236 1.587  0.24
H: -1.460 -1.371 -0.717  0.26
H: -1.225 -2.044 1.014  0.33
H: 0.222 -1.885 -0.024  0.24
H: 1.455 -0.363 1.373  -0.13
H: 2.104 -0.561 1.733  0.13

Molecular weight in g/mol: 68.12
Frontier orbital gap in eV: 9.779
Highest occupied orbital energy in eV: -8.96
Total charge: 0
Energy above the lowest of the compared OMol25 structures with the same formula, charge and spin in kJ/mol: 426.4
SMILES: C#C/C=C\C.[H][H]
E_tot in Eh: -195.12961